Density functional theory data (ωB97M-V/def2-TZVPD) for 2 unconnected molecules or ions with the total composition C19H33N6O7.

```
! wB97M-V def2-TZVPD RIJCOSX def2/J DEFGRID3
* xyz 1 1
O 0.09 -5.40 1.98
O 2.28 2.64 -1.09
O -2.59 2.00 -0.25
O 3.45 6.06 -4.77
O -4.91 -5.55 2.04
O -2.05 2.67 1.84
O 3.39 6.42 -2.55
C -0.73 -5.02 2.79
C 1.39 3.30 -1.61
C -1.75 2.33 0.57
C 3.31 5.63 -3.64
C -4.42 -5.29 3.12
C -1.33 -1.95 1.52
C -2.29 -2.07 2.49
C -1.02 -0.34 3.00
N -0.55 -0.86 1.85
N -5.02 -5.72 4.24
N 0.22 0.94 -0.23
N 1.64 4.02 -2.76
N -2.03 -5.07 2.49
N -2.08 -1.07 3.42
C -0.27 -4.47 4.13
C -4.60 -5.54 5.63
C 5.46 3.51 -5.12
C 4.15 1.72 -6.26
C -0.04 3.24 -1.07
C -0.25 2.31 0.13
C 2.96 4.14 -3.41
C 2.94 3.25 -4.69
C 4.28 2.54 -4.97
C -3.43 -3.07 2.48
C -3.15 -4.41 3.19
H -3.02 2.72 1.86
H 3.62 7.30 -2.89
H -1.24 -2.57 0.63
H -0.67 0.58 3.46
H 0.11 -0.40 1.22
H -5.85 -6.27 4.07
H 1.21 1.02 -0.52
H -0.33 0.59 -1.02
H 0.88 4.56 -3.14
H -2.25 -5.55 1.63
H -2.66 -0.88 4.22
H -0.76 -5.01 4.93
H 0.81 -4.61 4.21
H -0.49 -3.41 4.19
H -4.64 -4.48 5.90
H -5.28 -6.09 6.29
H -3.59 -5.92 5.78
H 5.26 4.24 -5.91
H 6.37 2.97 -5.37
H 5.64 4.05 -4.18
H 5.07 1.16 -6.45
H 3.95 2.37 -7.12
H 3.33 1.00 -6.17
H -0.33 4.26 -0.79
H -0.69 2.92 -1.90
H 0.34 2.68 0.97
H 3.74 3.75 -2.74
H 2.18 2.47 -4.56
H 2.64 3.85 -5.56
H 4.50 1.86 -4.14
H -4.30 -2.60 2.96
H -3.71 -3.26 1.45
H -2.90 -4.23 4.23
*
```

Output
Relative energy (zero: lowest compared OMol25 entry of this formula, charge and spin): 0.411 eV
HOMO: -0.4399 Eh
Maximum force: 2.275 eV Å⁻¹
Gap between HOMO and LUMO: 9.28 eV